{
  "formula": "C35H38IN8O3PS",
  "method": "the ωB97M-V functional and the def2-TZVPD basis",
  "homo_ev": -8.1,
  "homo_lumo_gap_ha": 0.3082,
  "species": ["I", "S", "P", "O", "O", "O", "N", "N", "N", "N", "N", "N", "N", "N", "C", "C", "C", "C", "C", "C", "C", "C", "C", "C", "C", "C", "C", "C", "C", "C", "C", "C", "C", "C", "C", "C", "C", "C", "C", "C", "C", "C", "C", "C", "C", "C", "C", "C", "C", "H", "H", "H", "H", "H", "H", "H", "H", "H", "H", "H", "H", "H", "H", "H", "H", "H", "H", "H", "H", "H", "H", "H", "H", "H", "H", "H", "H", "H", "H", "H", "H", "H", "H", "H", "H", "H", "H"],
  "coordinates": [[4.9624, 0.1698, 2.3679], [0.6557, 3.8656, 1.1770], [4.3219, 2.7547, 5.2505], [2.9719, 4.3345, 2.8503], [4.9431, 4.2115, 4.7681], [0.7885, 3.9602, -1.7331], [-3.5437, -3.1333, -1.2860], [-1.2412, -1.7543, 5.6016], [-1.9236, 1.7920, 2.5913], [4.7489, 3.6384, 1.2720], [3.7801, 3.0914, 6.8790], [-0.7123, 1.2801, 2.0316], [0.6452, -1.3455, -6.4953], [0.9437, 1.1994, -4.1714], [2.7703, 2.3423, 4.2951], [3.7413, -0.9794, 3.7304], [0.0101, 2.6152, 0.0543], [-0.1585, 2.0738, -3.6798], [0.3826, -0.2500, -7.2101], [-4.6008, -3.1949, -0.4742], [1.0788, -2.5006, -8.5535], [0.0423, -1.3831, 3.0757], [0.1426, 2.8133, -1.3104], [3.8595, 3.9759, 1.9615], [2.3013, 3.1338, 3.2572], [1.1794, 2.8114, 2.5257], [2.5163, 0.2403, 5.7025], [-0.3613, 1.8460, -2.1840], [0.8000, -1.3527, -9.2770], [2.0190, 1.1770, 4.5706], [-5.0276, -5.4752, -0.9958], [0.4429, -0.2015, -8.5949], [-1.1197, 0.5614, -0.2479], [-1.0048, 0.7455, -1.6154], [0.1069, -0.3967, 4.0823], [-0.5869, 1.5081, 0.6265], [-1.6258, -0.3327, -2.5052], [0.9852, -2.4432, -7.1715], [3.8018, -0.4978, 5.2059], [-3.9353, -5.4347, -1.8457], [-5.3704, -4.3330, -0.2921], [-3.2306, -4.2458, -1.9519], [-3.4869, 1.4632, -2.9866], [0.8877, 0.8609, 3.8262], [-3.1062, -0.0319, -2.9530], [-1.2847, -2.6978, 4.6664], [-0.5453, -0.6784, 5.2741], [0.4352, 1.6703, 2.7769], [-0.6703, -2.5167, 3.4355], [-0.4753, 0.0973, 6.0483], [-1.0332, 1.8339, -4.2900], [-3.8358, -0.5648, -2.3272], [2.7296, -1.0729, 3.3264], [1.3617, -3.4197, -9.0485], [-3.6349, -6.3048, -2.4133], [1.1909, -3.3181, -6.5638], [-2.3656, -4.1688, -2.6025], [-1.6161, -0.3155, 0.1708], [-4.5434, 1.5405, -3.2883], [-3.3794, 1.9419, -2.0043], [2.7698, 0.8894, 6.5466], [0.2167, 0.7148, -9.1232], [3.9432, -1.4025, 5.8208], [-2.9135, 2.0489, -3.7138], [2.7635, 2.9917, 6.8627], [4.7176, 0.0911, 5.3299], [5.4973, 4.0965, 3.9846], [-2.3722, 2.4424, 1.9524], [4.1724, -1.9882, 3.7041], [1.6899, 3.7035, -1.9709], [0.1120, 0.6256, -6.6310], [-4.8346, -2.2761, 0.0537], [1.8241, 1.4965, -3.7592], [0.5386, -1.2700, 2.1148], [0.1737, 3.1051, -3.8353], [-0.9935, -0.5687, -3.3708], [3.9403, 4.0901, 7.0341], [-5.6040, -6.3851, -0.8831], [-1.8094, -3.6337, 4.8566], [0.8601, -1.3559, -10.3584], [-6.2157, -4.3234, 0.3824], [-2.5288, 0.9895, 2.7382], [1.7641, -0.5168, 5.9238], [-1.6632, -1.2487, -1.8946], [-3.2287, -0.4421, -3.9680], [-0.7348, -3.3338, 2.7106], [0.7879, 0.2539, -3.8357]]
}